Arrangement i

ORCA calculation (ωB97M-V with the def2-TZVPD basis set) on a cluster of 8 separate species, C32H88N8O8 in total.

```
! RIJCOSX wB97M-V def2-TZVPD def2/J DEFGRID3
* xyz 0 1
C 4.899 -9.718 -28.135
C 4.526 -8.946 -29.382
C 2.987 -8.802 -29.538
O 2.573 -7.755 -28.664
C 1.331 -7.997 -27.980
N 5.185 -7.624 -29.316
H 5.956 -9.969 -28.061
H 4.391 -10.685 -28.051
H 4.583 -9.166 -27.245
H 4.901 -9.514 -30.238
H 2.531 -9.767 -29.297
H 2.681 -8.576 -30.561
H 1.558 -8.384 -26.986
H 0.681 -8.563 -28.644
H 0.942 -6.987 -27.823
H 4.641 -7.191 -28.567
H 4.945 -7.041 -30.114
C -4.476 -5.862 -30.279
C -4.551 -6.646 -28.970
C -3.224 -7.178 -28.484
O -3.488 -7.855 -27.266
C -2.273 -8.239 -26.652
N -5.073 -5.666 -28.012
H -5.415 -5.882 -30.833
H -3.827 -6.307 -31.055
H -3.972 -4.925 -30.053
H -5.246 -7.487 -29.055
H -2.424 -6.428 -28.425
H -2.803 -7.889 -29.213
H -1.919 -9.135 -27.173
H -2.363 -8.456 -25.591
H -1.497 -7.475 -26.746
H -5.101 -6.108 -27.095
H -6.040 -5.397 -28.179
C -0.682 -4.628 -30.820
C -0.307 -6.103 -30.983
C -0.901 -6.732 -32.250
O -0.497 -8.086 -32.262
C -1.236 -8.928 -33.120
N 1.156 -6.268 -30.985
H -0.474 -4.090 -31.745
H -0.078 -4.229 -30.005
H -1.730 -4.511 -30.533
H -0.720 -6.626 -30.107
H -0.374 -6.246 -33.081
H -1.964 -6.479 -32.258
H -2.145 -9.280 -32.634
H -0.660 -9.777 -33.493
H -1.439 -8.389 -34.054
H 1.417 -6.474 -30.028
H 1.351 -7.126 -31.490
C -7.659 -5.340 -33.235
C -6.585 -6.085 -34.037
C -5.388 -5.279 -34.484
O -5.808 -4.566 -35.649
C -5.538 -3.174 -35.630
N -6.136 -7.294 -33.300
H -7.205 -4.879 -32.351
H -8.515 -5.936 -32.933
H -7.979 -4.464 -33.814
H -7.058 -6.599 -34.877
H -4.596 -5.962 -34.798
H -5.041 -4.610 -33.691
H -4.541 -2.962 -35.230
H -6.349 -2.701 -35.067
H -5.505 -2.754 -36.636
H -5.436 -7.081 -32.588
H -6.850 -7.710 -32.709
C -8.387 -1.961 -26.779
C -8.344 -3.494 -26.965
C -9.676 -4.172 -26.650
O -10.296 -3.587 -25.516
C -11.497 -2.903 -25.812
N -7.729 -3.839 -28.232
H -8.886 -1.568 -27.671
H -7.381 -1.541 -26.732
H -8.871 -1.602 -25.872
H -7.680 -3.809 -26.149
H -9.491 -5.209 -26.354
H -10.295 -4.225 -27.554
H -11.980 -2.612 -24.874
H -12.188 -3.264 -26.569
H -11.204 -1.872 -26.100
H -6.980 -3.165 -28.384
H -8.302 -3.474 -29.001
C -7.054 -9.972 -29.106
C -8.404 -9.751 -29.837
C -8.181 -8.753 -30.996
O -7.839 -7.486 -30.501
C -8.909 -6.758 -29.968
N -8.971 -11.034 -30.252
H -6.346 -10.238 -29.894
H -7.111 -10.776 -28.374
H -6.774 -9.045 -28.605
H -9.090 -9.314 -29.107
H -9.099 -8.739 -31.598
H -7.397 -9.127 -31.654
H -9.276 -7.010 -28.969
H -9.773 -6.698 -30.639
H -8.582 -5.723 -29.845
H -8.211 -11.611 -30.615
H -9.232 -11.560 -29.423
C -0.888 -13.779 -21.612
C -2.215 -13.622 -22.340
C -2.172 -12.452 -23.313
O -3.382 -12.219 -23.976
C -3.316 -11.128 -24.829
N -2.469 -14.898 -23.061
H -0.953 -14.707 -21.048
H -0.788 -12.911 -20.952
H 0.005 -13.779 -22.234
H -3.050 -13.555 -21.634
H -1.386 -12.730 -24.033
H -1.794 -11.575 -22.772
H -3.277 -10.111 -24.417
H -4.266 -11.010 -25.368
H -2.587 -11.234 -25.642
H -2.584 -15.623 -22.368
H -3.255 -14.863 -23.693
C -9.752 -0.797 -31.063
C -8.479 -0.841 -31.922
C -7.561 -1.990 -31.647
O -6.917 -1.882 -30.381
C -5.637 -2.464 -30.359
N -8.858 -0.884 -33.349
H -10.336 0.112 -31.230
H -9.583 -0.833 -29.984
H -10.410 -1.603 -31.405
H -8.039 0.153 -31.802
H -6.916 -2.157 -32.512
H -8.186 -2.892 -31.537
H -4.945 -2.246 -31.175
H -5.745 -3.517 -30.084
H -5.077 -2.062 -29.503
H -9.542 -0.165 -33.544
H -9.285 -1.765 -33.618
*
```

## Properties
LUMO ... 0.5 eV
Frontier orbital gap ... 9.62 eV

=====

Arrangement ii

ORCA calculation (ωB97M-V with the def2-TZVPD basis set) on a cluster of 8 separate species, C32H88N8O8 in total.

```
! RIJCOSX wB97M-V def2-TZVPD def2/J DEFGRID3
* xyz 0 1
C 0.485 0.467 -1.297
C 0.627 1.046 0.093
C 0.985 -0.115 1.055
O 0.059 -1.186 0.876
C -1.141 -0.936 1.607
N 1.623 2.107 0.094
H 1.280 -0.240 -1.571
H 0.713 1.263 -2.010
H -0.403 -0.116 -1.523
H -0.342 1.445 0.412
H 1.092 0.105 2.123
H 1.911 -0.602 0.735
H -1.671 -0.065 1.204
H -0.915 -0.609 2.625
H -1.794 -1.787 1.431
H 1.499 2.802 -0.627
H 1.737 2.575 0.981
C -5.351 1.047 7.126
C -5.544 -0.404 6.809
C -4.294 -1.266 7.043
O -3.179 -0.999 6.202
C -3.522 -1.079 4.837
N -6.659 -0.911 7.642
H -4.822 1.090 8.086
H -6.244 1.659 7.283
H -4.799 1.682 6.427
H -5.777 -0.525 5.745
H -4.615 -2.294 6.826
H -4.032 -1.245 8.100
H -4.115 -1.965 4.581
H -2.594 -1.144 4.269
H -4.084 -0.210 4.486
H -7.509 -0.584 7.193
H -6.711 -1.925 7.568
C 4.510 4.506 -3.929
C 3.959 5.863 -3.491
C 2.609 5.731 -2.778
O 2.035 6.976 -2.387
C 1.631 7.749 -3.493
N 5.003 6.383 -2.554
H 3.811 4.052 -4.637
H 4.590 3.846 -3.061
H 5.503 4.533 -4.371
H 3.956 6.631 -4.261
H 2.634 4.978 -1.990
H 1.930 5.296 -3.532
H 2.459 8.338 -3.908
H 0.919 8.495 -3.136
H 1.203 7.210 -4.343
H 5.246 5.654 -1.894
H 4.539 7.175 -2.118
C 4.816 0.803 -7.601
C 4.059 -0.364 -6.951
C 3.815 -0.221 -5.453
O 3.137 0.987 -5.208
C 2.361 0.956 -4.019
N 2.923 -0.764 -7.812
H 5.409 1.359 -6.857
H 4.232 1.631 -8.009
H 5.557 0.495 -8.339
H 4.762 -1.201 -7.032
H 4.814 -0.341 -5.031
H 3.153 -1.056 -5.194
H 1.476 0.389 -4.340
H 2.065 1.962 -3.725
H 2.825 0.447 -3.171
H 2.097 -0.234 -7.555
H 3.128 -0.540 -8.775
C 5.352 3.448 1.185
C 5.976 3.159 -0.182
C 7.373 3.797 -0.260
O 7.279 5.131 0.154
C 8.318 5.994 -0.270
N 6.058 1.686 -0.321
H 5.991 3.050 1.983
H 4.350 3.076 1.416
H 5.264 4.518 1.399
H 5.266 3.492 -0.942
H 7.748 3.712 -1.289
H 8.088 3.318 0.427
H 9.175 5.935 0.409
H 7.940 7.011 -0.157
H 8.575 5.861 -1.321
H 6.046 1.329 0.627
H 5.244 1.296 -0.776
C -3.974 2.101 1.176
C -4.232 0.726 0.538
C -5.721 0.350 0.489
O -6.021 -0.697 -0.414
C -6.170 -1.945 0.231
N -3.715 0.795 -0.824
H -2.920 2.352 1.247
H -4.406 2.117 2.181
H -4.513 2.853 0.595
H -3.705 -0.010 1.146
H -6.288 1.237 0.179
H -6.168 0.130 1.467
H -6.907 -1.858 1.038
H -5.259 -2.432 0.587
H -6.645 -2.631 -0.475
H -3.724 -0.118 -1.256
H -4.221 1.490 -1.352
C -4.743 -6.565 0.967
C -5.122 -6.162 -0.466
C -3.985 -5.516 -1.243
O -3.628 -4.307 -0.570
C -2.558 -3.645 -1.226
N -5.689 -7.256 -1.252
H -4.189 -7.505 0.861
H -5.638 -6.814 1.536
H -4.133 -5.803 1.444
H -5.882 -5.383 -0.353
H -4.408 -5.202 -2.204
H -3.104 -6.155 -1.354
H -2.037 -2.972 -0.540
H -2.948 -3.002 -2.020
H -1.809 -4.370 -1.550
H -6.406 -7.750 -0.727
H -4.999 -7.995 -1.383
C -0.987 -5.772 1.882
C -0.642 -5.332 3.272
C 0.431 -4.252 3.190
O 1.608 -4.839 2.633
C 2.422 -3.825 2.084
N -1.826 -4.768 3.978
H -1.139 -4.882 1.249
H -1.900 -6.325 1.655
H -0.190 -6.262 1.323
H -0.192 -6.121 3.878
H 0.639 -3.824 4.179
H 0.135 -3.417 2.542
H 1.990 -3.462 1.147
H 3.425 -4.187 1.854
H 2.593 -2.991 2.772
H -1.512 -4.468 4.895
H -2.089 -3.948 3.438
*
```

## Properties
LUMO ... 0.4 eV
Frontier orbital gap ... 9.49 eV

=====

Arrangement iii

ORCA calculation (ωB97M-V with the def2-TZVPD basis set) on a cluster of 8 separate species, C32H88N8O8 in total.

```
! RIJCOSX wB97M-V def2-TZVPD def2/J DEFGRID3
* xyz 0 1
C 19.987 -11.152 10.004
C 20.700 -11.444 11.275
C 21.560 -12.691 11.002
O 20.837 -13.881 10.855
C 21.707 -14.968 10.697
N 21.505 -10.268 11.621
H 19.159 -10.444 10.034
H 19.487 -12.074 9.706
H 20.615 -10.897 9.150
H 19.931 -11.582 12.035
H 22.219 -12.846 11.856
H 22.256 -12.479 10.190
H 21.106 -15.766 10.262
H 22.035 -15.286 11.686
H 22.586 -14.781 10.080
H 20.892 -9.482 11.785
H 22.060 -9.912 10.857
C 14.409 -6.282 14.211
C 15.847 -5.992 13.848
C 16.065 -5.360 12.444
O 17.442 -5.349 12.122
C 17.718 -5.015 10.815
N 16.512 -5.212 14.903
H 13.858 -6.685 13.361
H 13.836 -5.402 14.504
H 14.374 -6.978 15.049
H 16.385 -6.940 13.846
H 15.848 -4.293 12.488
H 15.467 -5.951 11.751
H 18.805 -5.018 10.740
H 17.435 -3.974 10.657
H 17.271 -5.672 10.069
H 17.305 -4.891 14.367
H 16.914 -5.754 15.655
C 19.678 -0.427 16.331
C 20.894 -0.335 15.435
C 21.385 -1.676 14.789
O 21.917 -2.507 15.830
C 22.153 -3.873 15.516
N 20.522 0.633 14.365
H 18.710 -0.497 15.835
H 19.653 0.526 16.859
H 19.733 -1.228 17.068
H 21.686 -0.093 16.144
H 22.074 -1.550 13.954
H 20.503 -2.167 14.377
H 22.775 -3.917 14.622
H 21.230 -4.374 15.223
H 22.542 -4.434 16.366
H 20.165 1.449 14.839
H 21.351 0.963 13.891
C 14.206 -1.633 27.192
C 15.172 -1.855 25.968
C 14.327 -2.348 24.747
O 15.122 -2.678 23.594
C 14.303 -2.943 22.402
N 15.850 -0.596 25.744
H 13.199 -1.448 26.819
H 14.606 -0.896 27.887
H 14.129 -2.602 27.686
H 15.841 -2.704 26.108
H 13.571 -1.597 24.517
H 13.791 -3.221 25.121
H 14.936 -3.412 21.649
H 13.872 -2.040 21.967
H 13.447 -3.573 22.643
H 15.137 0.103 25.592
H 16.134 -0.875 24.816
C 27.520 -3.527 6.995
C 26.964 -3.222 8.407
C 25.426 -2.897 8.369
O 25.096 -1.691 7.781
C 23.731 -1.421 7.743
N 27.238 -4.432 9.204
H 28.577 -3.788 6.939
H 27.266 -2.654 6.395
H 26.962 -4.303 6.472
H 27.614 -2.457 8.833
H 24.991 -2.930 9.368
H 25.038 -3.786 7.873
H 23.516 -0.542 7.135
H 23.430 -1.209 8.769
H 23.250 -2.271 7.258
H 28.225 -4.415 9.415
H 26.863 -4.189 10.109
C 17.514 -9.452 22.421
C 18.933 -8.911 22.126
C 18.830 -8.183 20.782
O 18.388 -8.983 19.658
C 19.435 -9.739 19.063
N 19.205 -7.995 23.221
H 17.591 -10.285 23.120
H 17.105 -9.852 21.493
H 16.819 -8.686 22.765
H 19.609 -9.757 21.998
H 19.808 -7.739 20.595
H 18.207 -7.290 20.824
H 20.207 -9.044 18.734
H 19.026 -10.330 18.243
H 19.808 -10.366 19.873
H 20.101 -7.619 22.943
H 18.519 -7.276 23.043
C 5.850 -12.143 7.213
C 6.701 -12.931 8.204
C 6.531 -12.475 9.667
O 7.182 -11.237 10.029
C 8.534 -11.401 10.388
N 6.407 -14.346 8.070
H 6.199 -12.357 6.203
H 6.053 -11.090 7.407
H 4.778 -12.264 7.367
H 7.748 -12.719 7.987
H 6.905 -13.230 10.358
H 5.473 -12.363 9.904
H 9.173 -11.815 9.608
H 8.566 -12.099 11.224
H 9.012 -10.547 10.868
H 7.088 -14.849 8.622
H 6.538 -14.690 7.129
C 11.531 -12.324 22.614
C 11.094 -11.799 21.263
C 11.841 -12.539 20.083
O 11.460 -11.943 18.838
C 12.085 -12.458 17.712
N 9.665 -12.034 21.112
H 12.609 -12.211 22.732
H 11.418 -13.394 22.786
H 11.081 -11.668 23.358
H 11.218 -10.719 21.185
H 11.613 -13.602 20.161
H 12.927 -12.484 20.148
H 13.145 -12.533 17.953
H 12.061 -11.750 16.884
H 11.663 -13.418 17.415
H 9.387 -12.984 20.914
H 9.460 -11.525 20.263
*
```

## Properties
LUMO ... 0.2 eV
Frontier orbital gap ... 9.42 eV

=====

In order of decreasing stability: arrangement ii, arrangement i, arrangement iii.